ORCA calculation (wB97M-V/def2-TZVPD) on a 12-piece molecular cluster, C56H124F6N6O8 overall in a non-equilibrium geometry.

Bonds (Å) are listed after each position.
Cartesian coordinates (Å):
1 F -7.219 -5.163 -9.988  C40 1.328
2 F -6.654 -3.077 -9.450  C40 1.349
3 F -15.596 1.220 -14.808  C55 1.334
4 F -5.709 -4.165 -11.190  C40 1.350
5 F -15.268 -0.788 -14.130  C55 1.342
6 F -17.264 0.028 -14.179  C55 1.314
7 O -4.735 -6.091 -9.281  C60 1.278
8 O -8.968 1.538 -10.377  C42 1.230
9 O -10.812 2.649 -15.729  C21 1.220
10 O -12.162 -2.095 -8.116  C48 1.242
11 O -14.653 1.187 -12.094  C70 1.262
12 O -16.958 0.936 -11.783  C31 1.427, C70 1.381
13 O -4.490 -3.945 -8.237  C36 1.417, C60 1.397
14 O -11.604 -6.777 -8.206  C35 1.221
15 N -6.168 -9.392 -12.816  C28 1.439, C54 1.470, C65 1.474
16 N -16.243 -3.546 -15.835  C26 1.456, C39 1.478, C72 1.452
17 N -10.536 -1.838 -16.868  C33 1.442, C50 1.455, C69 1.483
18 N -12.776 2.389 -8.487  C44 1.482, C58 1.497, C74 1.461
19 N -13.280 -8.946 -16.029  C34 1.480, C41 1.501, C57 1.438
20 N -11.269 -3.386 -12.954  C23 1.470, C29 1.481, C32 1.479
21 C -11.359 2.495 -14.649  O9 1.220, C43 1.552, C73 1.505
22 C -10.834 3.928 -7.850  C44 1.552, H98 1.090, H118 1.090, H123 1.090
23 C -12.497 -3.719 -13.689  N20 1.470, C64 1.515, H81 1.090, H199 1.090
24 C -10.305 -3.201 -7.071  C48 1.497, H85 1.090, H126 1.090, H185 1.090
25 C -13.723 -5.721 -8.435  C35 1.549, H132 1.090, H170 1.090, H186 1.090
26 C -15.938 -4.954 -16.051  N16 1.456, C53 1.562, H83 1.090, H148 1.090
27 C -16.649 -1.388 -17.254  C39 1.524, H103 1.090, H143 1.090, H179 1.090
28 C -6.699 -10.609 -12.259  N15 1.439, C38 1.535, H141 1.090, H161 1.090
29 C -10.041 -3.982 -13.529  N20 1.481, C47 1.524, H131 1.090, H154 1.090
30 C -4.860 -7.165 -12.460  C65 1.567, H105 1.090, H165 1.090, H178 1.090
31 C -16.956 1.621 -10.531  O12 1.427, C68 1.517, H84 1.090, H193 1.090
32 C -11.146 -1.922 -12.782  N20 1.479, C49 1.575, H158 1.090, H188 1.090
33 C -9.762 -0.641 -16.655  N17 1.442, C51 1.559, H162 1.090, H194 1.090
34 C -12.869 -9.976 -17.009  N19 1.480, C71 1.493, H113 1.090, H128 1.090
35 C -12.244 -5.948 -8.834  O14 1.221, C25 1.549, C37 1.569
36 C -3.405 -4.398 -7.447  O13 1.417, C45 1.516, H89 1.090, H115 1.090
37 C -11.697 -5.155 -10.074  C35 1.569, H106 1.090, H122 1.090, H151 1.090
38 C -5.613 -11.409 -11.525  C28 1.535, H88 1.090, H96 1.090, H111 1.090
39 C -16.592 -2.905 -17.120  N16 1.478, C27 1.524, H129 1.090, H135 1.090
40 C -6.246 -4.260 -9.955  F1 1.328, F2 1.349, F4 1.350, C60 1.572
41 C -12.067 -8.157 -15.630  N19 1.501, C59 1.535, H163 1.090, H198 1.090
42 C -8.696 0.342 -10.276  O8 1.230, C46 1.499, C56 1.512
43 C -10.466 2.076 -13.451  C21 1.552, H120 1.090, H134 1.090, H159 1.090
44 C -12.351 3.612 -7.766  N18 1.482, C22 1.552, H133 1.090, H180 1.090
45 C -2.076 -4.208 -8.151  C36 1.516, H93 1.090, H152 1.090, H172 1.090
46 C -9.489 -0.510 -9.331  C42 1.499, H97 1.090, H110 1.090, H160 1.090
47 C -8.929 -4.029 -12.488  C29 1.524, H82 1.090, H102 1.090, H137 1.090
48 C -11.709 -2.683 -7.120  O10 1.242, C24 1.497, C52 1.527
49 C -12.274 -1.290 -11.882  C32 1.575, H77 1.090, H104 1.090, H167 1.090
50 C -11.872 -1.505 -17.338  N17 1.455, C66 1.506, H117 1.090, H174 1.090
51 C -8.372 -0.898 -15.997  C33 1.559, H109 1.090, H144 1.090, H168 1.090
52 C -12.510 -2.905 -5.839  C48 1.527, H150 1.090, H181 1.090, H197 1.090
53 C -14.584 -5.234 -16.779  C26 1.562, H139 1.090, H145 1.090, H149 1.090
54 C -7.184 -8.836 -13.722  N15 1.470, C76 1.517, H119 1.090, H125 1.090
55 C -16.008 0.312 -13.922  F3 1.334, F5 1.342, F6 1.314, C70 1.518
56 C -7.453 -0.301 -10.849  C42 1.512, H86 1.090, H108 1.090, H138 1.090
57 C -13.932 -9.475 -14.861  N19 1.438, C63 1.555, H147 1.090, H196 1.090
58 C -12.413 2.326 -9.937  N18 1.497, C61 1.579, H92 1.090, H127 1.090
59 C -11.466 -7.344 -16.786  C41 1.535, H80 1.090, H94 1.090, H192 1.090
60 C -5.074 -4.871 -9.104  O7 1.278, O13 1.397, C40 1.572
61 C -12.983 3.547 -10.762  C58 1.579, H95 1.090, H146 1.090, H200 1.090
62 C -10.599 -4.192 -17.803  C69 1.547, H78 1.090, H99 1.090, H157 1.090
63 C -14.815 -8.417 -14.142  C57 1.555, H124 1.090, H175 1.090, H176 1.090
64 C -12.867 -5.177 -13.505  C23 1.515, H121 1.090, H169 1.090, H191 1.090
65 C -5.533 -8.453 -11.875  N15 1.474, C30 1.567, H171 1.090, H177 1.090
66 C -12.613 -0.600 -16.390  C50 1.506, H155 1.090, H184 1.090, H189 1.090
67 C -17.083 -3.787 -13.451  C72 1.569, H130 1.090, H136 1.090, H190 1.090
68 C -16.142 0.911 -9.466  C31 1.517, H79 1.090, H112 1.090, H114 1.090
69 C -9.886 -2.819 -17.770  N17 1.483, C62 1.547, H116 1.090, H153 1.090
70 C -15.789 0.826 -12.510  O11 1.262, O12 1.381, C55 1.518
71 C -14.093 -10.673 -17.504  C34 1.493, H90 1.090, H101 1.090, H142 1.090
72 C -17.371 -3.377 -14.938  N16 1.452, C67 1.569, H100 1.090, H183 1.090
73 C -12.808 2.873 -14.494  C21 1.505, H140 1.090, H182 1.090, H195 1.090
74 C -12.478 1.122 -7.823  N18 1.461, C75 1.525, H87 1.090, H107 1.090
75 C -13.174 0.965 -6.475  C74 1.525, H91 1.090, H164 1.090, H187 1.090
76 C -8.418 -8.200 -13.110  C54 1.517, H156 1.090, H166 1.090, H173 1.090
77 H -13.298 -1.279 -12.257  C49 1.090
78 H -10.784 -4.458 -16.763  C62 1.090
79 H -16.542 -0.102 -9.505  C68 1.090
80 H -10.622 -6.813 -16.347  C59 1.090
81 H -12.384 -3.506 -14.752  C23 1.090
82 H -9.334 -4.520 -11.604  C47 1.090
83 H -16.753 -5.408 -16.614  C26 1.090
84 H -18.010 1.607 -10.257  C31 1.090
85 H -10.132 -4.125 -7.624  C24 1.090
86 H -7.441 0.010 -11.894  C56 1.090
87 H -11.416 1.008 -7.608  C74 1.090
88 H -4.775 -11.688 -12.163  C38 1.090
89 H -3.648 -5.422 -7.164  C36 1.090
90 H -13.822 -11.319 -18.339  C71 1.090
91 H -13.062 -0.045 -6.082  C75 1.090
92 H -12.872 1.415 -10.320  C58 1.090
93 H -1.896 -5.080 -8.780  C45 1.090
94 H -12.199 -6.678 -17.240  C59 1.090
95 H -14.072 3.561 -10.818  C61 1.090
96 H -6.111 -12.291 -11.122  C38 1.090
97 H -10.487 -0.713 -9.721  C46 1.090
98 H -10.178 3.381 -7.174  C22 1.090
99 H -9.973 -4.862 -18.391  C62 1.090
100 H -17.688 -2.335 -14.907  C72 1.090
101 H -14.856 -9.952 -17.798  C71 1.090
102 H -8.097 -4.643 -12.832  C47 1.090
103 H -16.660 -1.234 -18.333  C27 1.090
104 H -12.386 -1.574 -10.836  C49 1.090
105 H -4.064 -7.507 -13.120  C30 1.090
106 H -12.453 -5.100 -10.857  C37 1.090
107 H -12.822 0.344 -8.505  C74 1.090
108 H -6.583 0.136 -10.359  C56 1.090
109 H -7.698 -1.340 -16.730  C51 1.090
110 H -8.903 -1.428 -9.277  C46 1.090
111 H -5.214 -10.858 -10.674  C38 1.090
112 H -16.264 1.291 -8.452  C68 1.090
113 H -12.231 -10.750 -16.581  C34 1.090
114 H -15.061 0.971 -9.598  C68 1.090
115 H -3.443 -3.837 -6.514  C36 1.090
116 H -9.887 -2.470 -18.802  C69 1.090
117 H -12.516 -2.385 -17.369  C50 1.090
118 H -10.681 4.944 -7.487  C22 1.090
119 H -6.633 -8.074 -14.272  C54 1.090
120 H -9.989 1.127 -13.695  C43 1.090
121 H -13.462 -5.252 -12.595  C64 1.090
122 H -10.870 -5.790 -10.390  C37 1.090
123 H -10.479 3.817 -8.875  C22 1.090
124 H -15.389 -8.945 -13.381  C63 1.090
125 H -7.566 -9.600 -14.399  C54 1.090
126 H -10.094 -3.469 -6.036  C24 1.090
127 H -11.326 2.334 -10.009  C58 1.090
128 H -12.451 -9.483 -17.887  C34 1.090
129 H -17.552 -3.333 -17.413  C39 1.090
130 H -16.213 -3.372 -12.942  C67 1.090
131 H -9.749 -3.452 -14.436  C29 1.090
132 H -13.813 -4.838 -7.803  C25 1.090
133 H -12.650 3.591 -6.718  C44 1.090
134 H -9.785 2.863 -13.126  C43 1.090
135 H -15.987 -3.269 -17.950  C39 1.090
136 H -17.126 -4.866 -13.305  C67 1.090
137 H -8.574 -3.033 -12.224  C47 1.090
138 H -7.439 -1.391 -10.840  C56 1.090
139 H -14.713 -5.274 -17.860  C53 1.090
140 H -13.306 1.985 -14.102  C73 1.090
141 H -7.567 -10.458 -11.617  C28 1.090
142 H -14.547 -11.398 -16.830  C71 1.090
143 H -17.528 -1.005 -16.736  C27 1.090
144 H -8.426 -1.550 -15.125  C51 1.090
145 H -13.718 -4.627 -16.514  C53 1.090
146 H -12.604 3.498 -11.783  C61 1.090
147 H -14.640 -10.271 -15.093  C57 1.090
148 H -15.888 -5.497 -15.107  C26 1.090
149 H -14.300 -6.243 -16.480  C53 1.090
150 H -13.407 -2.307 -5.997  C52 1.090
151 H -11.504 -4.133 -9.748  C37 1.090
152 H -2.020 -3.311 -8.768  C45 1.090
153 H -8.869 -2.955 -17.402  C69 1.090
154 H -10.239 -5.014 -13.816  C29 1.090
155 H -13.673 -0.779 -16.212  C66 1.090
156 H -9.139 -8.934 -12.751  C76 1.090
157 H -11.528 -4.114 -18.368  C62 1.090
158 H -10.248 -1.603 -12.253  C32 1.090
159 H -11.052 1.866 -12.556  C43 1.090
160 H -9.554 -0.099 -8.324  C46 1.090
161 H -7.094 -11.324 -12.980  C28 1.090
162 H -10.325 -0.067 -15.918  C33 1.090
163 H -11.401 -8.937 -15.259  C41 1.090
164 H -14.240 1.182 -6.537  C75 1.090
165 H -4.348 -6.502 -11.762  C30 1.090
166 H -8.986 -7.610 -13.829  C76 1.090
167 H -12.044 -0.231 -11.994  C49 1.090
168 H -7.817 -0.049 -15.599  C51 1.090
169 H -12.018 -5.859 -13.444  C64 1.090
170 H -14.416 -5.538 -9.256  C25 1.090
171 H -6.286 -8.184 -11.134  C65 1.090
172 H -1.232 -4.083 -7.473  C45 1.090
173 H -8.133 -7.502 -12.322  C76 1.090
174 H -11.875 -1.070 -18.337  C50 1.090
175 H -14.298 -7.601 -13.638  C63 1.090
176 H -15.648 -8.014 -14.719  C63 1.090
177 H -4.705 -8.992 -11.413  C65 1.090
178 H -5.583 -6.593 -13.042  C30 1.090
179 H -15.748 -0.901 -16.882  C27 1.090
180 H -12.950 4.420 -8.186  C44 1.090
181 H -11.941 -2.615 -4.955  C52 1.090
182 H -12.880 3.775 -13.886  C73 1.090
183 H -18.210 -3.909 -15.387  C72 1.090
184 H -12.425 0.394 -16.795  C66 1.090
185 H -9.556 -2.521 -7.476  C24 1.090
186 H -14.227 -6.487 -7.846  C25 1.090
187 H -12.775 1.692 -5.767  C75 1.090
188 H -11.074 -1.384 -13.728  C32 1.090
189 H -12.220 -0.657 -15.374  C66 1.090
190 H -17.906 -3.498 -12.797  C67 1.090
191 H -13.572 -5.459 -14.286  C64 1.090
192 H -11.011 -7.906 -17.602  C59 1.090
193 H -16.630 2.653 -10.667  C31 1.090
194 H -9.816 -0.028 -17.554  C33 1.090
195 H -13.275 3.118 -15.448  C73 1.090
196 H -13.228 -9.847 -14.116  C57 1.090
197 H -12.705 -3.972 -5.731  C52 1.090
198 H -12.347 -7.521 -14.791  C41 1.090
199 H -13.343 -3.098 -13.394  C23 1.090
200 H -12.680 4.488 -10.303  C61 1.090

Results
molar mass	1123.6	g/mol
charge	-1
expectation value of S²	0.75
multiplicity	2
HOMO level (alpha / beta)	-0.2 / -5.0	eV

Atomic partial charges in e from the Löwdin method, atoms 1 to 8: 0.116 0.102 0.169 0.091 0.154 0.183 -0.110 0.026